[1]
82
Properties=species:S:1:pos:R:3:forces:R:3 method="wB97M-V/def2-TZVPD" charge=+1 spin_multiplicity=1 relative_energy_kj_mol=112.2 orbital_gap_ev=8.1 e_lumo_ev=-2.61
Al -0.148262 -0.307667 0.273260 0.8 -0.5 0.3
N -0.302500 -2.004600 1.611792 -0.6 0.2 0.1
C 0.786939 -2.790030 2.187714 0.3 -0.4 0.0
C 1.704490 -3.324353 1.095886 0.0 0.4 0.2
C 2.396783 -2.178224 0.371611 0.3 -0.4 0.4
N 1.464201 -1.441052 -0.473205 -0.1 0.3 -0.4
H -0.823909 -1.553373 2.362280 0.0 -0.2 -0.1
H -0.962296 -2.642181 1.167122 0.1 0.1 0.1
H 0.389799 -3.629658 2.769871 0.0 0.2 0.1
H 1.351451 -2.138554 2.855796 -0.1 -0.1 0.0
H 1.127825 -3.922309 0.385109 0.0 -0.1 0.0
H 2.449055 -3.973744 1.557594 0.0 0.0 -0.1
H 3.247432 -2.551234 -0.213997 -0.1 0.1 0.1
H 2.773279 -1.459085 1.100447 0.1 -0.2 0.0
H 1.093545 -2.054747 -1.196255 0.0 0.1 0.0
H 1.987219 -0.697055 -0.924662 0.1 0.0 -0.1
N 0.066583 0.677605 -4.059239 0.3 -0.2 0.2
C 0.743531 0.074687 -3.070452 -0.2 0.2 -0.1
N 0.288096 0.500204 -1.912864 0.1 0.2 -0.1
C -0.696055 1.377770 -2.252307 0.8 -0.5 -1.1
N -0.841520 1.506895 -3.552678 -0.7 0.6 0.2
C -1.445183 2.021521 -1.204697 -0.6 0.6 0.4
C -2.244722 3.157226 -1.372140 0.4 -0.4 -0.1
N -2.871694 3.703481 -0.350391 -0.2 0.2 0.0
C -2.713775 3.138039 0.838984 0.1 -0.2 0.1
C -1.929209 2.005177 1.016459 -0.2 0.2 0.2
N -1.299553 1.450554 -0.008702 -0.3 0.2 -0.6
H 0.158526 0.572369 -5.060220 0.0 0.0 0.2
H 1.532472 -0.631011 -3.240080 0.1 -0.1 0.0
H -2.361455 3.620460 -2.342915 0.0 0.0 -0.1
H -3.233984 3.606529 1.662721 0.0 -0.1 0.1
H -1.794286 1.519414 1.971549 -0.1 0.1 0.1
N 0.764460 0.711915 1.424390 1.0 0.1 0.2
P 2.092604 1.252779 2.008000 -0.3 0.0 0.3
C 2.197838 3.068606 2.189186 0.0 -0.4 0.0
C 3.406821 3.641918 2.569239 -0.1 0.0 0.0
C 3.485683 5.003448 2.788836 0.1 0.0 0.0
C 2.357771 5.795464 2.632478 -0.1 0.1 0.0
C 1.153004 5.229332 2.245601 0.0 0.1 0.0
C 1.075468 3.864528 2.024143 0.0 -0.2 0.0
C 3.621759 0.939187 1.037443 -0.4 0.0 0.2
C 4.837708 0.460592 1.506709 -0.1 0.1 0.0
C 5.888968 0.275633 0.623606 0.2 0.0 0.0
C 5.744767 0.587704 -0.717407 0.1 -0.1 -0.1
C 4.544273 1.100118 -1.186655 0.0 0.0 -0.1
C 3.490099 1.267045 -0.308036 -0.1 0.0 -0.1
C 2.415532 0.691570 3.718763 -0.1 0.1 -0.4
C 2.961556 -0.552935 4.013709 0.1 0.1 0.0
C 3.037412 -0.983429 5.326513 0.1 -0.2 0.0
C 2.577556 -0.177730 6.354023 0.0 0.1 0.0
C 2.043127 1.066934 6.066123 0.0 0.0 0.1
C 1.943446 1.490845 4.754024 0.1 0.1 0.0
H 4.278994 3.017376 2.701703 0.1 0.0 0.0
H 4.426430 5.447473 3.080466 0.0 0.0 0.0
H 2.419063 6.857247 2.819119 0.0 0.1 0.0
H 0.278094 5.850600 2.114082 0.0 0.0 0.0
H 0.145730 3.394369 1.736412 -0.1 0.0 0.0
H 4.973414 0.241064 2.554570 0.0 0.0 0.1
H 6.831977 -0.099961 0.991056 0.1 0.0 0.0
H 6.571943 0.441873 -1.396799 0.1 0.0 0.0
H 4.443752 1.376012 -2.228149 0.0 0.0 0.0
H 2.539071 1.671073 -0.636709 0.0 0.0 -0.2
H 3.351551 -1.182814 3.225392 0.0 -0.1 0.0
H 3.469736 -1.946168 5.550539 0.0 -0.1 0.0
H 2.639020 -0.514178 7.377323 0.0 0.0 0.1
H 1.716765 1.710607 6.867242 -0.1 0.1 0.1
H 1.505398 2.453048 4.523290 0.0 0.0 0.1
O -2.829616 -0.933992 -3.028215 0.0 0.1 -0.3
C -3.662636 -1.756412 -2.337888 -0.2 -0.3 0.3
C -4.639038 -2.512290 -2.972490 0.1 0.1 0.0
C -5.478616 -3.327589 -2.235972 0.0 0.1 0.0
C -5.405806 -3.344418 -0.851976 -0.1 -0.1 0.1
C -4.446878 -2.586255 -0.208892 0.2 0.1 -0.2
C -3.538158 -1.830196 -0.944943 0.0 0.1 -0.3
C -2.369089 -1.213142 -0.284399 -0.8 -0.5 0.0
O -2.410415 -0.726827 0.850465 -0.3 0.2 0.5
O -1.252265 -1.271194 -0.903478 0.4 0.2 0.0
H -3.093108 -0.928479 -3.957204 0.0 0.0 0.1
H -4.723598 -2.466164 -4.049310 0.0 0.0 -0.1
H -6.196033 -3.946565 -2.749793 -0.1 0.0 0.0
H -6.084813 -3.954223 -0.279593 -0.1 -0.1 0.1
H -4.368507 -2.582809 0.868449 0.0 0.0 0.1

---

[2]
56
Properties=species:S:1:pos:R:3:forces:R:3 method="wB97M-V/def2-TZVPD" spin_multiplicity=2 orbital_gap_ev="10.1 / 3.5" e_lumo_ev="0.58 / -5.93"
O 0.189849 -0.173391 0.489579 -0.4 1.0 -0.4
H -0.341561 -0.218901 -0.328991 1.1 0.1 0.1
C 0.119279 1.422909 -3.379101 1.2 0.9 1.4
O -0.992461 2.199689 -3.039281 -1.5 0.1 -1.0
H 0.789389 1.777589 -2.596001 1.4 -0.6 -0.6
H 0.029349 0.348819 -3.216811 -0.3 -0.2 -0.4
H 0.501869 1.681499 -4.366451 -0.2 -0.1 0.1
H -1.205281 1.942999 -2.139051 -0.5 0.1 0.3
C 3.606469 0.477719 -0.535561 -1.0 -0.8 -0.6
O 2.312969 0.573489 -1.206321 1.7 0.9 0.3
H 3.570009 0.767109 0.514689 -0.1 0.4 0.0
H 3.870679 -0.579771 -0.536061 0.2 -0.1 0.0
H 4.356429 1.024879 -1.106761 -0.3 0.2 0.1
H 1.624899 0.347419 -0.576191 -0.3 -0.4 0.4
C 0.816539 3.322299 0.452349 -0.3 -0.1 0.1
O 0.955029 2.202289 1.361359 0.1 2.6 -0.4
H 1.775369 3.508949 -0.031281 0.5 0.1 0.4
H 0.166889 3.183209 -0.411771 -0.3 -0.9 0.1
H 0.421459 4.205809 0.953769 0.5 -0.1 0.5
H 0.704279 1.423229 0.859569 -0.5 -2.0 -0.7
C -2.405881 -1.041691 -3.019291 -0.9 0.6 -1.2
O -1.884091 -1.592641 -4.218101 0.5 -0.7 0.0
H -3.016501 -1.807871 -2.541581 0.6 0.0 0.3
H -1.652621 -0.556441 -2.398611 0.0 -0.4 0.3
H -3.113081 -0.269041 -3.320891 -0.1 0.3 0.3
H -1.665271 -0.910571 -4.857241 -0.1 0.2 0.2
C -1.711451 0.482979 3.735529 -0.2 -0.3 0.8
O -0.359481 0.434539 3.328149 -0.2 0.1 0.3
H -1.752271 0.248849 4.799299 0.3 0.2 0.1
H -2.134641 1.479449 3.608739 0.0 0.1 -0.1
H -2.378891 -0.264331 3.306409 0.2 0.0 -0.6
H -0.300031 0.239839 2.389979 -0.2 -0.1 -0.6
C -1.550781 -2.849301 1.568159 0.0 1.2 -1.2
O -1.788711 -1.971481 0.402499 -0.7 -1.7 0.9
H -0.630501 -3.423271 1.459779 0.1 0.1 -0.1
H -1.481841 -2.199961 2.440919 0.0 -0.3 0.3
H -2.369761 -3.562481 1.661699 -0.1 0.3 -0.1
H -1.047861 -1.363051 0.352079 0.2 -0.4 0.7
C 2.850859 -1.582661 2.751439 -0.1 -0.4 0.8
O 2.195039 -0.359221 2.508649 0.4 0.3 0.3
H 3.130539 -1.649701 3.802809 0.0 0.5 0.2
H 2.190569 -2.439001 2.614309 0.2 0.0 -0.7
H 3.802629 -1.653361 2.224899 -0.2 -0.1 -0.6
H 1.463129 -0.489041 1.901149 -0.2 -0.3 -0.4
C -2.564821 2.190739 0.429199 -0.3 0.9 0.6
O -1.878511 1.442689 -0.554931 -0.3 0.2 0.4
H -2.446211 3.265309 0.290219 0.0 0.1 -0.6
H -3.633101 1.977709 0.467929 0.0 -0.2 -0.1
H -2.148211 2.064209 1.428459 0.1 -0.5 0.1
H -1.467571 0.738709 -0.047851 0.0 -0.1 0.0
C 1.022189 -2.505951 -1.591201 0.5 -0.9 0.6
O 1.663069 -2.150301 -0.362461 0.4 -0.7 -0.7
H 0.017019 -2.867991 -1.375181 -0.3 0.2 -0.3
H 1.048889 -1.719461 -2.345401 -0.1 0.2 0.1
H 1.573549 -3.362061 -1.980001 0.0 0.1 -0.1
H 1.153139 -1.411961 -0.021241 -0.2 0.3 0.4

---

[3]
33
Properties=species:S:1:pos:R:3:forces:R:3 method="wB97M-V/def2-TZVPD" charge=-1 spin_multiplicity=1 relative_energy_kj_mol=82.9 orbital_gap_ev=9.0 e_lumo_ev=2.05
C 1.026663 3.628514 1.810865 0.6 -0.5 0.5
O -0.169096 2.873980 1.963203 0.1 1.2 -1.2
C -0.648085 2.363974 0.705781 -0.5 -1.2 0.9
C -0.136884 0.889905 0.544317 -0.2 0.1 -1.1
C 0.679498 0.656881 -0.789597 -0.6 0.1 1.0
C 1.226573 -0.792421 -0.711292 -0.8 0.8 1.2
O 2.103503 -1.195867 -1.805346 0.8 1.4 -0.1
C 1.909350 -0.504293 -2.934532 0.7 -1.1 1.2
O 0.943286 -0.563760 -3.580399 -1.6 0.3 -1.7
O 3.025008 0.277854 -3.312437 0.2 -0.6 1.8
O 3.310102 -0.027804 -4.653021 -0.2 1.7 -1.7
C 2.841356 0.979996 -5.413657 1.0 -3.7 2.4
N 2.291525 1.532024 -6.230524 -1.0 2.1 -2.0
H 1.902349 2.940282 1.929898 -0.4 0.6 -0.1
H 1.126326 4.123821 0.820237 -0.3 -0.2 0.5
H 1.071917 4.395138 2.613856 -0.1 -0.5 -0.5
H -1.756174 2.328714 0.818184 0.7 0.1 -0.2
H -0.408677 3.028199 -0.152690 0.1 -0.3 0.5
H 0.442929 0.572699 1.436768 -0.4 0.4 -0.5
H -1.028709 0.228885 0.499347 0.7 0.3 0.2
H 1.479622 1.435444 -0.828111 -0.4 -0.7 -0.3
H -0.065051 0.805109 -1.604164 0.8 -0.1 0.2
H 0.356841 -1.470182 -0.568390 0.8 0.1 -0.5
H 1.845092 -0.847797 0.211030 -0.3 -0.2 -0.8
B -2.971762 -4.163660 1.841700 -0.6 -1.5 -0.4
O -1.628988 -3.577007 1.591144 -0.2 0.6 0.3
C -1.625584 -2.348595 2.074394 1.5 -0.6 -0.7
O -0.682714 -1.595017 2.032993 -0.2 -0.1 0.1
C -2.968661 -2.048900 2.673901 -1.7 0.3 0.7
O -3.294202 -1.014261 3.197652 0.3 0.0 -0.1
O -3.749813 -3.107756 2.536651 0.6 0.4 -0.1
F -2.858552 -5.303165 2.659172 0.0 0.5 -0.3
F -3.588989 -4.500938 0.623067 0.3 0.2 0.5

---

[4]
71
Properties=species:S:1:pos:R:3:forces:R:3 method="wB97M-V/def2-TZVPD" charge=+1 spin_multiplicity=2 relative_energy_kj_mol=233.8 orbital_gap_ev="6.7 / 6.1" e_lumo_ev="-3.93 / -4.88"
Ir 0.452357 0.433009 0.098795 -3.1 3.7 0.1
O -0.547955 -0.248861 -3.630733 0.0 0.1 0.2
C -1.099690 -0.272502 -2.557293 -0.4 -0.3 -0.3
N -0.932362 0.752749 -1.609713 1.7 -1.1 1.1
C -1.216503 2.017581 -1.902594 0.0 0.2 0.1
C -2.045912 2.395602 -2.992761 -0.2 0.0 -0.2
C -2.350062 3.705461 -3.199204 -0.1 -0.2 -0.1
C -1.866528 4.702348 -2.320626 0.1 -0.1 0.2
C -1.059610 4.378463 -1.259739 0.0 0.1 0.1
C -0.688659 3.040737 -1.038698 0.0 0.1 -0.3
N 0.142045 2.595057 -0.066357 0.9 -1.9 -0.2
C 0.965923 3.403659 0.672125 0.2 0.1 -0.3
O 1.208918 4.573760 0.482506 -0.1 0.0 0.2
C 1.585081 2.662924 1.816720 0.2 0.1 0.1
C 2.517596 3.285295 2.627084 -0.1 0.0 0.0
C 3.027733 2.592895 3.712788 -0.1 -0.1 -0.1
C 2.549808 1.315479 3.971607 -0.1 0.1 0.1
C 1.619824 0.765680 3.110129 -0.1 0.0 0.2
N 1.164422 1.411079 2.033287 0.6 -1.3 -0.6
C -2.038213 -1.380845 -2.177794 -0.2 -0.2 -0.2
C -2.349580 -2.342001 -3.135090 0.2 0.0 0.1
C -3.282153 -3.313553 -2.810578 0.0 0.0 0.0
C -3.879662 -3.274849 -1.561219 0.0 0.0 0.0
C -3.509493 -2.267991 -0.679022 0.0 0.0 0.0
N -2.609969 -1.341124 -0.978717 0.1 0.3 0.2
H -2.436107 1.625994 -3.643894 0.0 0.0 0.0
H -2.984147 3.988381 -4.027977 0.0 0.0 0.0
H -2.143476 5.734708 -2.483255 0.0 0.0 0.0
H -0.686210 5.138021 -0.594414 0.0 0.1 0.0
H 2.814437 4.296170 2.386077 0.0 0.0 0.0
H 3.768770 3.048601 4.355063 0.0 0.0 0.0
H 2.885228 0.757289 4.834044 0.0 0.0 0.0
H 1.208560 -0.217516 3.291091 0.0 0.0 -0.1
H -1.864106 -2.305586 -4.099992 0.0 0.0 0.0
H -3.546203 -4.080899 -3.525648 0.0 0.0 0.0
H -4.627595 -4.000838 -1.273321 0.0 0.0 0.0
H -3.965879 -2.190780 0.302945 0.0 0.0 0.0
N 4.071026 -2.666287 3.826382 0.0 -0.1 -0.1
C 4.228101 -3.278297 2.501433 -0.2 0.2 0.0
C 2.999349 -2.967595 1.636116 0.3 -0.2 0.1
O 2.691525 -3.571254 0.648119 0.1 0.0 0.0
O 2.285371 -1.923621 2.091768 0.2 0.0 0.3
H 3.594500 -3.293719 4.463458 0.0 0.0 0.0
H 2.727759 -1.685246 2.945170 0.0 -0.1 -0.1
H 4.966913 -2.444316 4.239792 0.0 0.0 0.0
H 4.391214 -4.355690 2.506024 0.0 0.0 0.0
H 5.078685 -2.817520 1.996117 0.0 0.0 0.0
N -2.002179 -2.255293 5.312080 0.0 0.0 0.0
C -1.615830 -2.372450 4.236892 -0.1 0.1 0.2
C -1.098587 -2.513085 2.910722 0.0 0.0 -0.4
C -0.800855 -3.768425 2.375602 0.0 0.1 -0.1
C -0.267640 -3.826876 1.102947 -0.2 -0.1 0.1
C -0.007357 -2.648316 0.426667 -0.1 -0.1 -0.1
N -0.307729 -1.450301 0.934557 1.4 -0.1 -0.7
C -0.866508 -1.383547 2.139080 -0.2 0.1 0.2
H -0.990936 -4.662865 2.952922 0.0 0.0 0.0
H -0.031334 -4.774615 0.642518 0.1 0.0 0.0
H 0.467976 -2.665221 -0.543029 0.0 0.1 0.0
H -1.154865 -0.403896 2.503295 0.2 0.0 0.1
N 6.455996 3.051811 -2.984129 0.0 -0.1 0.0
C 5.570781 2.457578 -2.555346 0.2 0.2 -0.1
C 4.462399 1.738438 -2.006281 -0.2 -0.1 0.1
C 3.337490 1.484565 -2.789645 0.2 -0.2 0.1
C 2.253930 0.814859 -2.244314 -0.1 -0.2 -0.2
C 2.269957 0.426158 -0.907186 -1.1 0.9 0.7
C 3.424775 0.616586 -0.152604 -0.1 -0.3 0.2
C 4.515493 1.275783 -0.692248 0.1 -0.1 -0.3
H 3.309559 1.814721 -3.818933 0.0 0.0 0.0
H 1.411418 0.595256 -2.888399 -0.1 0.2 0.1
H 3.483375 0.247898 0.865747 -0.1 0.1 0.0
H 5.407676 1.441582 -0.103624 0.0 0.0 0.0

---

[5]
19
Properties=species:S:1:pos:R:3:forces:R:3 method="wB97M-V/def2-TZVPD" spin_multiplicity=1 relative_energy_kj_mol=98.0 orbital_gap_ev="6.4 / 6.4" e_lumo_ev="-1.80 / -1.80"
C -2.264532 -0.740828 -0.353822 1.3 3.0 1.0
C 1.340009 0.421376 1.300999 0.3 0.6 -4.1
N -3.019771 0.082310 -1.109205 -0.8 -1.9 -2.1
N 1.553144 1.683096 1.014972 1.5 -0.5 -0.8
N -2.225444 -0.251521 1.023510 -0.7 0.8 0.4
N 2.043715 -0.645842 0.573053 0.6 1.2 0.4
O -1.481114 -0.836362 1.797104 -0.5 0.0 0.5
O -2.755142 0.866498 1.230348 0.7 -1.9 0.0
O 1.929425 -1.762219 1.017319 0.1 -0.3 -0.1
O 2.655801 -0.279847 -0.418297 0.1 -0.3 0.4
O -0.456884 1.352190 -0.896875 0.0 0.4 0.3
O 0.230001 -0.892352 -1.561106 0.4 -0.8 -0.4
S -0.264462 -0.035776 -0.513363 -0.4 0.6 -0.7
H -2.013059 -1.751178 -0.629345 -0.5 -0.3 0.4
H 0.764894 0.173628 2.081842 -1.6 -1.3 3.0
H -3.062970 -0.217036 -2.087353 -0.2 0.7 0.6
H -3.293689 1.014570 -0.844819 0.5 -0.1 0.2
H 1.291013 2.399521 1.644276 -0.5 0.5 0.5
H 2.039876 1.941195 0.149753 -0.3 -0.3 0.5